<i>
Here is 14 unconnected molecules or ions with the total composition H28O14 from the OMol25 dataset. Energies are from ωB97M-V with the def2-TZVPD basis set.

For the gap between HOMO and LUMO, the calculation gives 9.456 eV. The value obtained for the LUMO energy is -0.2 eV. The value obtained for the HOMO energy is -9.69 eV.

XYZ file:
```
42
H28O14 ωB97M-V with the def2-TZVPD basis set
O -12.308 23.449 -14.772
H -11.700 22.976 -15.344
H -11.856 24.255 -14.592
O -17.339 23.480 -12.700
H -18.157 23.774 -13.079
H -17.271 22.551 -12.823
O -14.416 23.739 -12.405
H -15.048 24.051 -11.741
H -13.932 24.522 -12.655
O -13.269 26.164 -12.833
H -12.561 26.725 -13.096
H -12.950 25.853 -11.996
O -15.201 21.690 -14.181
H -14.966 22.318 -13.471
H -16.149 21.662 -14.146
O -11.313 24.458 -11.234
H -10.325 24.559 -11.106
H -11.543 23.586 -11.603
O -12.200 22.027 -12.098
H -12.582 22.585 -12.788
H -11.237 21.873 -12.303
O -14.724 22.228 -9.548
H -14.840 21.462 -10.144
H -15.292 22.158 -8.768
O -17.953 26.328 -10.929
H -17.324 25.622 -10.749
H -18.161 26.617 -10.034
O -18.182 23.424 -10.055
H -18.202 22.450 -9.817
H -17.770 23.428 -10.928
O -15.715 27.810 -12.027
H -16.581 27.538 -11.721
H -15.453 27.102 -12.621
O -16.069 25.585 -13.988
H -15.528 25.053 -14.508
H -16.473 24.975 -13.347
O -14.843 23.908 -15.748
H -15.301 23.238 -15.232
H -13.932 23.842 -15.428
O -15.452 24.863 -10.210
H -14.776 25.504 -10.181
H -15.054 24.000 -10.017
```

---

<ii>
Here is 14 unconnected molecules or ions with the total composition H28O14 from the OMol25 dataset. Energies are from ωB97M-V with the def2-TZVPD basis set.

For the gap between HOMO and LUMO, the calculation gives 9.293 eV. The value obtained for the LUMO energy is -0.5 eV. The value obtained for the HOMO energy is -9.76 eV.

XYZ file:
```
42
H28O14 ωB97M-V with the def2-TZVPD basis set
O 1.165 1.250 4.205
H 1.387 1.036 3.298
H 1.063 2.193 4.165
O -1.155 1.416 -1.412
H -1.199 2.358 -1.189
H -1.976 1.228 -0.937
O 0.018 -0.369 0.162
H -0.261 0.292 -0.517
H 0.808 0.090 0.515
O 2.042 0.651 1.547
H 2.909 0.711 1.130
H 1.667 1.532 1.475
O 0.516 -2.933 -1.226
H 0.464 -3.785 -0.757
H 0.941 -2.371 -0.587
O -2.282 -2.601 -0.800
H -1.392 -2.328 -0.953
H -2.685 -1.935 -0.211
O 0.754 -0.694 -2.789
H 0.642 -1.123 -3.628
H 0.146 -1.193 -2.249
O 1.183 1.914 -3.102
H 0.984 0.992 -2.886
H 1.557 1.921 -3.993
O 0.106 -1.620 3.661
H 0.934 -1.466 4.077
H -0.056 -0.761 3.237
O -2.271 0.626 -3.691
H -3.026 1.141 -3.963
H -1.926 0.938 -2.825
O 2.450 -2.391 0.892
H 2.796 -1.821 0.216
H 2.308 -1.815 1.624
O -1.101 0.534 2.273
H -1.227 1.451 2.147
H -0.693 0.121 1.521
O 1.093 2.600 -0.265
H 1.050 2.227 -1.165
H 1.757 3.229 -0.433
O -3.125 -0.540 0.747
H -2.478 -0.227 1.352
H -3.875 -0.475 1.326
```

---

<iii>
Here is 14 unconnected molecules or ions with the total composition H28O14 from the OMol25 dataset. Energies are from ωB97M-V with the def2-TZVPD basis set.

For the gap between HOMO and LUMO, the calculation gives 8.733 eV. The value obtained for the LUMO energy is 0.1 eV. The value obtained for the HOMO energy is -8.63 eV.

XYZ file:
```
42
H28O14 ωB97M-V with the def2-TZVPD basis set
H 0.210 0.504 -0.410
H -1.136 0.261 0.315
H -5.262 0.624 -2.228
H -5.329 0.700 -0.645
H -0.964 -4.225 -0.600
H 0.557 -4.180 -1.128
H 5.037 -0.674 -1.169
H 3.815 -0.275 -2.155
H 4.391 -1.701 1.725
H 3.658 -0.908 0.636
H -0.288 2.512 -2.733
H -1.589 1.919 -2.838
H -2.415 -2.951 -1.611
H -2.830 -3.364 -0.282
H -3.097 -0.414 -1.670
H -3.092 0.244 -0.161
H -1.944 4.024 2.067
H -0.914 4.229 0.830
H 3.923 3.907 -1.759
H 3.536 3.345 -0.357
H -2.741 -0.406 2.140
H -2.231 -1.050 3.515
H 1.979 -1.112 3.670
H 0.647 -1.273 2.963
H 2.032 -2.231 -1.074
H 2.428 -1.069 -1.962
H 1.050 1.320 1.859
H 0.272 2.572 2.349
O -0.465 -0.088 -0.270
O -4.848 0.316 -1.439
O -0.042 -4.280 -0.347
O 4.558 -0.890 -1.950
O 4.524 -1.275 0.901
O -0.930 1.977 -2.164
O -2.572 -2.561 -0.772
O -2.652 0.189 -1.083
O -1.775 3.761 1.166
O 3.165 3.823 -1.080
O -2.860 -1.191 2.722
O 1.208 -0.579 3.483
O 2.307 -1.233 -1.031
O 0.676 1.704 2.579
```

---

How do the energies compare? Relative to the most stable structure, in hartree: <i> 0.0000; <ii> 0.0031; <iii> 0.1901.

---

<i>
Here is a gas-phase ion, C8H11N2O2 (charge +1) from the OMol25 dataset. Energies are from ωB97M-V with the def2-TZVPD basis set.

The net charge is +1. For the gap between HOMO and LUMO, the calculation gives 10.579 eV. The SMILES is O=C1NC(=O)[C@@]23[NH2+]CC[C@@H]2C[C@@H]13. The value obtained for the LUMO energy is -3.6 eV. The value obtained for the HOMO energy is -14.22 eV.

XYZ file:
```
23
C8H11N2O2 ωB97M-V with the def2-TZVPD basis set
O -0.217 0.549 3.586
C 0.283 0.373 2.562
N 1.226 -0.612 2.270
C 1.431 -0.894 0.953
O 2.191 -1.722 0.538
C 0.490 -0.072 0.128
N 1.123 0.254 -1.196
C 0.074 0.489 -2.175
C -1.059 -0.370 -1.732
C -0.799 -0.672 -0.301
C -1.535 0.270 0.720
C -0.177 0.854 1.167
H 1.662 -1.001 3.156
H 1.577 -0.614 -1.488
H 1.799 1.152 -1.200
H 0.478 0.312 -3.199
H -0.142 1.556 -1.983
H -2.087 0.228 -1.861
H -1.071 -1.204 -2.433
H -0.854 -1.761 -0.202
H -2.041 -0.094 1.621
H -2.175 0.962 0.044
H -0.175 2.019 1.025
```

---

<ii>
Here is a gas-phase ion, C8H11N2O2 (charge +1) from the OMol25 dataset. Energies are from ωB97M-V with the def2-TZVPD basis set.

The net charge is +1. For the gap between HOMO and LUMO (spin up / spin down), the calculation gives 7.018 / 6.993 eV. The SMILES is CC1=CC(=C=O)O[C@@H](C)N=[N+]1C. The value obtained for the LUMO energy (spin up / spin down) is -5.5 / -5.5 eV. The value obtained for the HOMO energy (spin up / spin down) is -12.49 / -12.51 eV.

XYZ file:
```
23
C8H11N2O2 ωB97M-V with the def2-TZVPD basis set
C 2.241 -0.501 -1.270
C 0.929 0.080 -0.568
C 0.002 0.575 -1.432
C -1.202 1.202 -1.051
C -2.091 1.316 -2.117
O -2.589 1.329 -3.136
O -1.663 1.572 0.164
C -1.449 0.636 1.255
C -2.221 -0.622 0.894
N -0.130 0.310 1.575
N 0.848 -0.030 0.782
C 1.983 -0.490 1.584
H 2.148 -0.416 -2.315
H 3.014 0.002 -0.840
H 2.347 -1.502 -0.962
H 0.238 0.370 -2.495
H -1.878 1.248 2.083
H -2.084 -1.501 1.510
H -1.808 -0.990 0.010
H -3.204 -0.474 0.999
H 2.965 -0.216 1.269
H 1.774 -0.274 2.711
H 1.830 -1.625 1.349
```

---

<iii>
Here is 2 unconnected molecules or ions with the total composition C8H11N2O2 from the OMol25 dataset. Energies are from ωB97M-V with the def2-TZVPD basis set.

The net charge is +1. For the gap between HOMO and LUMO (spin up / spin down), the calculation gives 6.421 / 6.419 eV. The value obtained for the LUMO energy (spin up / spin down) is -6.2 / -6.2 eV. The value obtained for the HOMO energy (spin up / spin down) is -12.59 / -12.59 eV.

XYZ file:
```
23
C8H11N2O2 ωB97M-V with the def2-TZVPD basis set
C 0.562 -2.339 0.240
C -1.024 1.449 -0.244
C -1.063 2.770 -0.391
C -0.245 -1.263 0.507
C 0.102 0.658 -0.399
C -2.304 3.588 -0.223
C 1.397 0.933 -0.772
C 2.078 -4.253 -0.429
N 1.313 -3.231 0.042
N -0.867 -1.126 1.770
O -0.562 -1.889 2.664
O -1.664 -0.211 1.849
H -1.715 0.890 0.455
H -0.218 3.201 -0.963
H -3.229 2.935 -0.100
H -2.530 4.430 -0.998
H -2.264 4.077 0.875
H 1.924 1.364 0.118
H 1.990 0.121 -1.236
H 1.391 1.860 -1.483
H 2.033 -5.095 0.374
H 1.708 -4.761 -1.392
H 3.189 -4.106 -0.264
```

---

How do the energies compare? Relative to the most stable structure, in hartree: <i> 0.0000; <ii> 0.1390; <iii> 0.3392.

---

<i>
Here is a single C3H6O2S molecule from the OMol25 dataset. Energies are from ωB97M-V with the def2-TZVPD basis set.

For the gap between HOMO and LUMO, the calculation gives 10.198 eV. The SMILES is C[C@H](O)C(=O)S. The value obtained for the LUMO energy is 0.4 eV. The value obtained for the HOMO energy is -9.83 eV.

XYZ file:
```
12
C3H6O2S ωB97M-V with the def2-TZVPD basis set
C -0.515 -2.161 -0.044
C -0.414 -0.782 0.531
O -1.712 -0.118 0.393
C 0.619 0.073 -0.158
O 1.709 -0.407 -0.546
S 0.276 1.737 -0.146
H -1.127 -2.786 0.491
H 0.469 -2.543 0.017
H -0.896 -2.165 -1.052
H -0.261 -0.946 1.618
H -2.123 -0.110 1.277
H 1.400 2.183 -0.760
```

---

<ii>
Here is a single C3H6O2S molecule from the OMol25 dataset. Energies are from ωB97M-V with the def2-TZVPD basis set.

For the gap between HOMO and LUMO, the calculation gives 9.689 eV. The SMILES is OC[C@]1(O)CS1. The value obtained for the LUMO energy is 0.7 eV. The value obtained for the HOMO energy is -9.02 eV.

XYZ file:
```
12
C3H6O2S ωB97M-V with the def2-TZVPD basis set
O 1.680 1.001 -0.089
C 1.115 -0.016 0.665
C -0.304 -0.476 0.351
O -0.598 -1.814 0.422
C -0.947 0.356 -1.011
S -1.708 0.562 0.623
H 1.277 1.891 0.073
H 1.746 -0.871 0.330
H 1.287 0.267 1.763
H -1.397 -1.950 -0.005
H -0.449 1.176 -1.519
H -1.701 -0.127 -1.602
```

---

How do the energies compare? Relative to the most stable structure, in hartree: <i> 0.0000; <ii> 0.0555.

---

<i>
Here is a molecular structure, C17H25N3O4 from the OMol25 dataset. Energies are from ωB97M-V with the def2-TZVPD basis set.

For the gap between HOMO and LUMO, the calculation gives 9.086 eV. The value obtained for the LUMO energy is -0.2 eV. The value obtained for the HOMO energy is -9.33 eV.

XYZ file:
```
49
C17H25N3O4 ωB97M-V with the def2-TZVPD basis set
C -3.818 -2.791 -0.179
H -3.565 -1.915 -0.880
H -4.660 -2.603 0.229
H -3.869 -3.683 -0.954
C -2.704 -3.137 0.584
C -2.734 -1.873 1.762
H -1.963 -2.039 2.599
H -2.551 -0.826 1.062
H -3.669 -1.691 2.164
H -2.874 -3.917 1.309
C -1.445 -2.962 0.028
C -1.157 -1.957 -1.068
O -1.280 -2.280 -2.265
N -0.375 -0.908 -0.381
H -0.317 -0.906 0.454
C -0.054 0.099 -1.087
N -0.878 1.082 -1.050
C -1.199 1.770 0.184
O -0.504 1.552 1.050
C -2.174 3.023 0.169
H -1.862 3.714 0.689
H -2.249 3.521 -0.787
C -3.589 2.663 0.460
C -4.149 1.502 -0.359
H -4.039 1.945 -1.813
H -3.414 0.567 -0.431
H -5.111 1.027 -0.307
C -3.636 2.274 1.832
H -4.753 1.715 2.203
H -3.416 2.908 2.595
H -2.950 1.430 2.024
H -4.253 3.405 0.141
H -1.474 1.493 -1.869
C 1.395 0.443 -0.858
C 2.265 -0.390 -0.246
C 3.620 0.298 0.123
C 4.031 1.401 -0.327
C 3.123 2.298 -0.485
C 1.827 1.914 -1.075
H 1.053 2.699 -1.460
H 3.515 3.215 -0.790
H 4.865 1.760 0.364
N 4.384 -0.889 0.732
O 5.562 -0.614 0.959
O 3.951 -1.892 0.882
H 2.170 -1.410 -0.066
H 0.081 -0.320 -2.215
H -1.308 -4.233 -0.530
H -0.558 -3.160 0.642
```

---

<ii>
Here is a single C17H25N3O4 molecule from the OMol25 dataset. Energies are from ωB97M-V with the def2-TZVPD basis set.

For the gap between HOMO and LUMO, the calculation gives 9.036 eV. The SMILES is CCCCOC(=O)c1ccc(NC(=O)C(=O)NCCN(C)C)cc1. The value obtained for the LUMO energy is 0.3 eV. The value obtained for the HOMO energy is -8.78 eV.

XYZ file:
```
49
C17H25N3O4 ωB97M-V with the def2-TZVPD basis set
C 5.430 0.317 3.738
C 6.227 -0.692 4.556
C 5.426 -1.938 4.938
C 4.973 -2.777 3.746
O 3.757 -2.260 3.208
C 3.692 -2.044 1.888
O 4.592 -2.290 1.120
C 2.393 -1.462 1.480
C 2.180 -1.192 0.130
C 0.992 -0.642 -0.302
C -0.010 -0.354 0.624
N -1.227 0.202 0.249
C -1.680 0.569 -0.967
O -1.111 0.489 -2.038
C -3.101 1.140 -0.841
O -3.661 1.190 0.244
N -3.589 1.555 -2.005
C -4.920 2.065 -2.207
C -5.570 1.337 -3.387
N -4.722 1.425 -4.566
C -4.849 2.699 -5.242
C -4.938 0.325 -5.483
C 0.199 -0.624 1.978
C 1.389 -1.172 2.403
H 4.489 0.553 4.230
H 5.213 -0.066 2.745
H 5.998 1.238 3.623
H 7.113 -0.994 3.993
H 6.568 -0.214 5.478
H 4.541 -1.646 5.506
H 6.045 -2.570 5.578
H 4.766 -3.805 4.064
H 5.732 -2.795 2.957
H 2.967 -1.422 -0.572
H 0.827 -0.432 -1.346
H -1.910 0.376 0.987
H -3.027 1.408 -2.837
H -5.488 1.898 -1.289
H -4.875 3.143 -2.396
H -5.675 0.283 -3.122
H -6.577 1.749 -3.563
H -4.138 2.734 -6.067
H -4.613 3.508 -4.555
H -5.861 2.864 -5.644
H -4.756 -0.617 -4.968
H -5.956 0.310 -5.901
H -4.229 0.409 -6.305
H -0.581 -0.398 2.690
H 1.552 -1.381 3.449
```

---

How do the energies compare? Relative to the most stable structure, in hartree: <i> 0.6830; <ii> 0.0000.